{
  "formula": "C29H27MgN6STe",
  "method": "ωB97M-V/def2-TZVPD",
  "elements": ["Mg", "C", "C", "N", "C", "C", "C", "C", "C", "C", "C", "N", "C", "C", "C", "C", "C", "C", "C", "C", "N", "C", "H", "H", "H", "H", "H", "H", "H", "H", "H", "H", "H", "H", "C", "N", "C", "C", "N", "C", "S", "C", "C", "C", "C", "C", "N", "H", "H", "H", "H", "H", "H", "H", "H", "H", "C", "Te", "C", "H", "H", "H", "H", "H", "H"],
  "coordinates": [[11.18, 11.15, 9.01], [12.43, 6.82, 9.49], [11.75, 8.04, 9.63], [12.19, 9.15, 9.17], [13.41, 9.18, 8.53], [14.12, 8.01, 8.29], [13.61, 6.84, 8.77], [15.36, 8.07, 7.62], [15.91, 9.32, 7.35], [15.19, 10.51, 7.58], [13.93, 10.45, 8.10], [13.01, 11.46, 8.20], [13.10, 12.66, 7.56], [13.81, 12.87, 6.39], [13.68, 14.13, 5.63], [12.81, 15.14, 6.01], [11.99, 14.82, 7.19], [11.07, 15.78, 7.69], [10.28, 15.51, 8.78], [10.28, 14.22, 9.29], [11.15, 13.24, 8.85], [12.12, 13.66, 7.91], [12.10, 5.94, 10.05], [10.76, 8.16, 10.02], [14.17, 5.95, 8.68], [15.95, 7.22, 7.55], [16.96, 9.40, 6.93], [15.62, 11.49, 7.42], [14.48, 12.09, 6.05], [14.25, 14.22, 4.76], [12.63, 16.09, 5.48], [11.06, 16.69, 7.10], [9.57, 16.23, 9.12], [9.49, 13.85, 9.95], [7.59, 12.08, 12.43], [7.38, 11.85, 10.98], [6.34, 12.40, 10.21], [6.59, 12.09, 8.93], [7.75, 11.44, 8.86], [8.26, 11.30, 10.11], [9.54, 10.37, 10.65], [8.21, 10.64, 7.72], [7.32, 9.82, 7.01], [7.82, 8.96, 6.07], [9.22, 8.86, 5.85], [10.00, 9.67, 6.68], [9.49, 10.54, 7.55], [6.65, 12.40, 12.87], [8.47, 12.68, 12.57], [7.88, 11.12, 12.88], [5.54, 13.04, 10.60], [5.98, 12.37, 8.09], [6.22, 9.91, 7.25], [7.15, 8.33, 5.55], [9.73, 8.22, 5.10], [11.07, 9.61, 6.54], [9.14, 13.33, 4.83], [7.13, 13.57, 5.71], [6.04, 14.60, 4.20], [9.81, 14.19, 4.91], [9.14, 12.99, 3.75], [9.60, 12.54, 5.48], [5.00, 14.75, 4.65], [5.83, 13.96, 3.34], [6.49, 15.55, 4.07]],
  "lowdin_charge": [0.533, -0.004, -0.166, 0.039, -0.135, -0.183, 0.001, -0.028, -0.051, -0.044, -0.229, -0.011, -0.239, 0.008, -0.041, -0.028, -0.166, 0.014, -0.050, -0.082, 0.052, -0.150, 0.114, 0.051, 0.112, 0.086, 0.133, 0.111, 0.091, 0.082, 0.114, 0.124, 0.107, 0.106, 0.000, -0.092, -0.004, -0.128, 0.020, -0.707, 0.774, -0.270, 0.007, -0.025, 0.014, -0.106, 0.070, 0.100, 0.090, 0.079, 0.139, 0.056, 0.146, 0.107, 0.128, 0.118, -0.422, 1.136, -0.482, -0.021, 0.029, -0.029, 0.023, 0.002, -0.024],
  "e_homo_ev": -9.116,
  "orbital_gap_ev": 6.466,
  "charge": 1,
  "lumo_energy_ev": -2.6
}



{
  "formula": "C29H27N6O9Pt",
  "method": "ωB97M-V/def2-TZVPD",
  "elements": ["Pt", "O", "C", "O", "C", "C", "C", "C", "C", "C", "O", "N", "O", "O", "N", "O", "O", "H", "H", "C", "C", "C", "C", "C", "C", "C", "C", "C", "C", "N", "C", "C", "C", "C", "C", "N", "H", "H", "H", "H", "H", "H", "H", "H", "H", "H", "H", "H", "H", "H", "H", "H", "H", "O", "C", "N", "C", "O", "C", "C", "C", "C", "N", "C", "H", "H", "H", "H", "H", "H", "H", "H"],
  "coordinates": [[0.10, -0.71, -0.16], [0.95, 2.92, 2.27], [0.21, 2.14, 1.67], [0.28, 0.87, 1.68], [-0.97, 2.75, 0.90], [-1.39, 3.97, 1.35], [-2.53, 4.59, 0.82], [-3.26, 3.98, -0.16], [-2.85, 2.75, -0.65], [-1.65, 2.08, -0.18], [-1.27, 0.99, -0.71], [-3.72, 2.17, -1.65], [-4.82, 2.68, -1.83], [-3.41, 1.12, -2.19], [-2.95, 5.89, 1.31], [-2.32, 6.39, 2.23], [-3.92, 6.42, 0.80], [-0.82, 4.44, 2.14], [-4.15, 4.44, -0.56], [5.01, 0.68, 1.23], [3.55, 1.13, 1.29], [3.11, 1.89, 0.07], [3.49, 3.22, -0.08], [3.04, 3.98, -1.15], [2.18, 3.41, -2.08], [1.78, 2.09, -1.97], [0.88, 1.47, -3.01], [1.66, 0.73, -4.10], [2.28, 1.34, -0.90], [1.88, -0.03, -0.79], [2.74, -0.97, -1.04], [2.32, -2.31, -0.85], [2.90, -3.58, -0.95], [1.93, -4.48, -0.51], [0.80, -3.74, -0.15], [1.04, -2.44, -0.36], [5.29, 0.15, 2.14], [5.68, 1.53, 1.12], [5.19, 0.01, 0.38], [3.39, 1.78, 2.15], [2.89, 0.28, 1.46], [4.11, 3.68, 0.68], [3.32, 5.02, -1.23], [1.80, 4.01, -2.90], [0.28, 2.26, -3.47], [0.17, 0.79, -2.53], [2.39, 1.38, -4.57], [0.99, 0.34, -4.86], [2.20, -0.13, -3.68], [3.74, -0.71, -1.38], [3.89, -3.80, -1.31], [2.02, -5.55, -0.45], [-0.14, -4.08, 0.25], [-1.07, -2.16, -3.54], [-2.40, -1.69, -3.61], [-3.40, -2.71, -3.35], [-4.09, -2.97, -2.20], [-4.98, -3.79, -2.14], [-3.64, -2.20, -0.99], [-4.50, -1.49, -0.17], [-3.97, -0.78, 0.90], [-2.60, -0.74, 1.07], [-1.78, -1.43, 0.26], [-2.30, -2.18, -0.71], [-0.67, -1.85, -2.72], [-2.57, -1.35, -4.63], [-2.56, -0.85, -2.94], [-3.64, -3.33, -4.10], [-5.57, -1.48, -0.38], [-4.60, -0.20, 1.56], [-2.11, -0.12, 1.81], [-1.59, -2.74, -1.30]],
  "lowdin_charge": [1.243, 0.002, -0.642, -0.129, -0.033, 0.060, -0.151, 0.062, -0.057, -0.273, -0.165, -0.341, 0.032, 0.046, -0.367, 0.056, 0.041, 0.126, 0.123, -0.090, -0.199, -0.173, -0.035, -0.072, -0.038, -0.169, -0.200, -0.081, -0.171, -0.079, -0.061, -0.306, -0.055, -0.103, -0.159, -0.148, 0.069, 0.068, 0.058, 0.113, 0.099, 0.118, 0.099, 0.110, 0.115, 0.067, 0.072, 0.069, 0.061, 0.143, 0.096, 0.085, 0.101, -0.050, -0.238, 0.112, -0.446, 0.064, -0.106, 0.027, -0.016, -0.091, -0.087, -0.088, 0.035, 0.130, 0.102, 0.147, 0.131, 0.115, 0.121, 0.102],
  "e_homo_ev": -5.408,
  "orbital_gap_ev": 7.402,
  "charge": -1,
  "lumo_energy_ev": 2.0
}



{
  "formula": "C29H27N7O2S2SiTc",
  "method": "ωB97M-V/def2-TZVPD",
  "elements": ["Tc", "S", "C", "C", "N", "C", "S", "C", "N", "C", "O", "C", "C", "C", "C", "C", "C", "N", "N", "C", "C", "C", "C", "O", "C", "N", "C", "C", "C", "C", "H", "H", "H", "H", "H", "H", "H", "H", "H", "H", "H", "H", "C", "C", "C", "C", "C", "C", "N", "N", "Si", "C", "C", "C", "H", "H", "H", "H", "H", "H", "H", "H", "H", "H", "H", "H", "H", "H", "H"],
  "coordinates": [[1.24, -1.33, 1.13], [2.18, -1.63, 3.15], [3.03, -3.14, 3.04], [3.76, -3.56, 4.19], [4.34, -3.91, 5.12], [2.98, -3.88, 1.91], [2.04, -3.38, 0.53], [3.64, -5.14, 1.81], [4.17, -6.16, 1.69], [-2.07, 4.91, 0.06], [-2.45, 4.53, -1.25], [-1.47, 4.12, -2.10], [-0.12, 4.08, -1.77], [0.80, 3.61, -2.70], [0.38, 3.18, -3.95], [-0.97, 3.30, -4.30], [-1.89, 3.74, -3.37], [1.25, 2.70, -4.98], [2.13, 1.85, -4.77], [2.27, 1.25, -3.46], [3.46, 1.39, -2.80], [3.63, 0.92, -1.49], [2.61, 0.24, -0.87], [2.64, -0.17, 0.40], [1.42, -0.01, -1.59], [0.49, -0.73, -0.91], [-0.66, -0.95, -1.49], [-0.95, -0.52, -2.80], [-0.01, 0.18, -3.51], [1.22, 0.49, -2.89], [-2.99, 5.19, 0.57], [-1.39, 5.76, 0.04], [-1.60, 4.07, 0.59], [0.23, 4.41, -0.81], [1.84, 3.58, -2.43], [-1.28, 3.03, -5.30], [-2.94, 3.81, -3.62], [4.26, 1.94, -3.28], [4.56, 1.09, -0.95], [-1.40, -1.49, -0.92], [-1.91, -0.76, -3.24], [-0.20, 0.50, -4.52], [1.13, 2.22, 2.43], [-0.08, 1.35, 2.61], [-1.21, 1.73, 3.32], [-2.26, 0.82, 3.43], [-2.21, -0.42, 2.84], [-1.06, -0.73, 2.10], [-0.05, 0.15, 2.02], [-0.69, -1.87, 1.43], [-1.66, -3.32, 1.18], [-3.41, -2.84, 0.69], [-1.02, -4.35, -0.23], [-1.65, -4.30, 2.77], [1.07, 2.74, 1.47], [2.03, 1.62, 2.42], [1.19, 2.97, 3.22], [-1.24, 2.70, 3.79], [-3.13, 1.10, 4.01], [-3.00, -1.14, 2.96], [-3.46, -2.54, -0.36], [-3.87, -2.04, 1.28], [-4.04, -3.72, 0.80], [-0.60, -3.77, -1.05], [-1.87, -4.92, -0.63], [-0.26, -5.06, 0.09], [-2.15, -3.76, 3.58], [-0.62, -4.49, 3.08], [-2.15, -5.26, 2.64]],
  "lowdin_spin": [0.894, -0.039, 0.014, 0.002, 0.007, 0.010, -0.020, 0.001, 0.004, 0.000, 0.000, 0.000, 0.000, 0.000, 0.000, 0.000, 0.000, 0.003, 0.002, 0.012, -0.003, 0.014, -0.003, 0.062, 0.000, -0.005, 0.006, -0.002, 0.004, -0.001, 0.000, 0.000, 0.000, 0.000, 0.000, 0.000, 0.000, 0.000, 0.001, 0.000, 0.000, 0.000, 0.000, 0.005, 0.000, 0.004, 0.000, 0.011, 0.004, 0.012, 0.001, 0.000, -0.001, 0.000, 0.000, 0.000, 0.000, 0.000, 0.000, 0.000, 0.000, 0.000, 0.000, 0.000, 0.000, 0.000, 0.000, 0.000, 0.000],
  "e_homo_ev": [-8.092, -8.165],
  "orbital_gap_ev": [6.508, 6.746],
  "lumo_energy_ev": [-1.6, -1.4],
  "spin_multiplicity": 2,
  "s_squared": 0.773
}



Repeat the first record exactly.
{
  "formula": "C29H27MgN6STe",
  "method": "ωB97M-V/def2-TZVPD",
  "elements": ["Mg", "C", "C", "N", "C", "C", "C", "C", "C", "C", "C", "N", "C", "C", "C", "C", "C", "C", "C", "C", "N", "C", "H", "H", "H", "H", "H", "H", "H", "H", "H", "H", "H", "H", "C", "N", "C", "C", "N", "C", "S", "C", "C", "C", "C", "C", "N", "H", "H", "H", "H", "H", "H", "H", "H", "H", "C", "Te", "C", "H", "H", "H", "H", "H", "H"],
  "coordinates": [[11.18, 11.15, 9.01], [12.43, 6.82, 9.49], [11.75, 8.04, 9.63], [12.19, 9.15, 9.17], [13.41, 9.18, 8.53], [14.12, 8.01, 8.29], [13.61, 6.84, 8.77], [15.36, 8.07, 7.62], [15.91, 9.32, 7.35], [15.19, 10.51, 7.58], [13.93, 10.45, 8.10], [13.01, 11.46, 8.20], [13.10, 12.66, 7.56], [13.81, 12.87, 6.39], [13.68, 14.13, 5.63], [12.81, 15.14, 6.01], [11.99, 14.82, 7.19], [11.07, 15.78, 7.69], [10.28, 15.51, 8.78], [10.28, 14.22, 9.29], [11.15, 13.24, 8.85], [12.12, 13.66, 7.91], [12.10, 5.94, 10.05], [10.76, 8.16, 10.02], [14.17, 5.95, 8.68], [15.95, 7.22, 7.55], [16.96, 9.40, 6.93], [15.62, 11.49, 7.42], [14.48, 12.09, 6.05], [14.25, 14.22, 4.76], [12.63, 16.09, 5.48], [11.06, 16.69, 7.10], [9.57, 16.23, 9.12], [9.49, 13.85, 9.95], [7.59, 12.08, 12.43], [7.38, 11.85, 10.98], [6.34, 12.40, 10.21], [6.59, 12.09, 8.93], [7.75, 11.44, 8.86], [8.26, 11.30, 10.11], [9.54, 10.37, 10.65], [8.21, 10.64, 7.72], [7.32, 9.82, 7.01], [7.82, 8.96, 6.07], [9.22, 8.86, 5.85], [10.00, 9.67, 6.68], [9.49, 10.54, 7.55], [6.65, 12.40, 12.87], [8.47, 12.68, 12.57], [7.88, 11.12, 12.88], [5.54, 13.04, 10.60], [5.98, 12.37, 8.09], [6.22, 9.91, 7.25], [7.15, 8.33, 5.55], [9.73, 8.22, 5.10], [11.07, 9.61, 6.54], [9.14, 13.33, 4.83], [7.13, 13.57, 5.71], [6.04, 14.60, 4.20], [9.81, 14.19, 4.91], [9.14, 12.99, 3.75], [9.60, 12.54, 5.48], [5.00, 14.75, 4.65], [5.83, 13.96, 3.34], [6.49, 15.55, 4.07]],
  "lowdin_charge": [0.533, -0.004, -0.166, 0.039, -0.135, -0.183, 0.001, -0.028, -0.051, -0.044, -0.229, -0.011, -0.239, 0.008, -0.041, -0.028, -0.166, 0.014, -0.050, -0.082, 0.052, -0.150, 0.114, 0.051, 0.112, 0.086, 0.133, 0.111, 0.091, 0.082, 0.114, 0.124, 0.107, 0.106, 0.000, -0.092, -0.004, -0.128, 0.020, -0.707, 0.774, -0.270, 0.007, -0.025, 0.014, -0.106, 0.070, 0.100, 0.090, 0.079, 0.139, 0.056, 0.146, 0.107, 0.128, 0.118, -0.422, 1.136, -0.482, -0.021, 0.029, -0.029, 0.023, 0.002, -0.024],
  "e_homo_ev": -9.116,
  "orbital_gap_ev": 6.466,
  "charge": 1,
  "lumo_energy_ev": -2.6
}